A:
Molecular formula: C3H7N5
Method: DFT, ωB97M-V/def2-TZVPD

```
! wB97M-V def2-TZVPD RIJCOSX def2/J DEFGRID3
* xyz 0 1
C -0.254 -0.629 0.203
C -0.290 0.873 0.047
N -1.243 -1.613 0.219
N -1.067 1.763 0.805
C 1.167 0.778 -0.198
N 1.038 -0.701 -0.052
N 1.987 -1.562 -0.216
N 0.303 1.237 -1.251
H -0.838 -2.550 0.292
H -1.932 -1.456 0.958
H -0.696 2.703 0.715
H -2.035 1.763 0.489
H 1.632 -2.510 -0.094
H 0.179 0.597 -2.030
H 2.048 1.305 0.113
*
```

Computed properties:
Molar mass, g/mol: 113.12
Orbital gap, eV: 7.596

Atom charges from the natural (NBO) analysis, given in e for atoms 1 to 6:
1 C 0.231
2 C 0.210
3 N -0.821
4 N -0.814
5 C 0.071
6 N -0.056

B:
Molecular formula: C3H7N5
Method: DFT, ωB97M-V/def2-TZVPD

```
! wB97M-V def2-TZVPD RIJCOSX def2/J DEFGRID3
* xyz 0 1
C -1.665 -0.852 1.354
C -0.455 0.212 -1.613
C 0.609 0.638 -0.857
H -1.101 -1.609 2.168
H -2.450 -1.625 0.906
H -1.639 0.299 1.921
H -0.856 0.782 -2.559
H 2.031 1.922 -0.301
H 0.822 0.856 2.030
H 2.313 -0.374 1.552
N -0.583 -0.881 0.198
N -1.119 -0.720 -1.055
N 1.398 1.782 -0.960
N 0.571 -0.070 0.307
N 1.154 -0.145 1.650
*
```

Computed properties:
Molar mass, g/mol: 113.12
Structure (SMILES): [H]/N=c1/cnn(C)n1N
Orbital gap, eV: 7.894

Atom charges from the natural (NBO) analysis, given in e for atoms 1 to 6:
1 C -0.491
2 C -0.062
3 C 0.314
4 H 0.226
5 H 0.279
6 H 0.236

C:
Molecular formula: C3H7N5
Method: DFT, ωB97M-V/def2-TZVPD

```
! wB97M-V def2-TZVPD RIJCOSX def2/J DEFGRID3
* xyz 0 1
N -0.869 1.476 0.298
C -1.085 0.163 -0.027
C 1.071 0.674 0.151
C 0.168 -0.394 -0.106
N -2.322 -0.355 -0.210
N 2.407 0.562 0.158
N 0.431 -1.693 -0.373
N 0.431 1.813 0.409
H -1.565 2.192 0.458
H -3.116 0.249 -0.403
H -2.387 -1.238 -0.714
H 2.929 1.331 0.559
H 2.851 -0.342 0.227
H -0.303 -2.377 -0.225
H 1.359 -2.061 -0.203
*
```

Computed properties:
Molar mass, g/mol: 113.12
Structure (SMILES): Nc1n[nH]c(N)c1N
Orbital gap, eV: 7.660

Atom charges from the natural (NBO) analysis, given in e for atoms 1 to 6:
1 N -0.371
2 C 0.276
3 C 0.285
4 C -0.053
5 N -0.828
6 N -0.819

Energy relative to the most stable one, in kJ/mol: A 361.8; B 603.2; C 0.0

A:
Molecular formula: C5H7NOS
Method: DFT, ωB97M-V/def2-TZVPD

```
! wB97M-V def2-TZVPD RIJCOSX def2/J DEFGRID3
* xyz 0 1
C -0.429 -1.251 0.291
C 0.542 -0.265 0.904
C 1.486 -0.109 -0.289
C -0.712 -0.354 -0.924
C -1.183 0.901 -0.186
H 1.022 -0.563 1.843
H 2.231 -0.907 -0.362
H 2.057 0.844 -0.261
H -1.358 -0.779 -1.685
H -0.981 1.780 -0.826
H -2.238 0.842 0.079
H 0.231 1.771 1.095
N -0.333 0.914 1.031
O 0.604 -0.122 -1.420
S -0.938 -2.702 0.710
*
```

Computed properties:
Molar mass, g/mol: 129.18
Structure (SMILES): S=C1[C@H]2CO[C@@H]1CN2
Orbital gap, eV: 8.448

Atom charges from the natural (NBO) analysis, given in e for atoms 1 to 6:
1 C -0.081
2 C -0.181
3 C -0.084
4 C -0.007
5 C -0.251
6 H 0.231

B:
Molecular formula: C5H7NOS
Method: DFT, ωB97M-V/def2-TZVPD

```
! wB97M-V def2-TZVPD RIJCOSX def2/J DEFGRID3
* xyz 0 1
C 0.179 1.235 1.681
C 0.991 0.311 1.030
C -1.207 0.085 -0.639
C -0.846 1.979 0.910
C -0.329 -2.123 -1.794
N -1.541 1.029 0.031
O 1.123 0.002 -0.158
S -1.757 -1.074 -1.621
H 0.084 1.287 2.756
H 1.702 -0.389 1.793
H -1.519 2.382 1.681
H -0.376 2.741 0.457
H -0.099 -2.251 -2.963
H -0.508 -3.053 -1.399
H 0.513 -1.491 -1.369
*
```

Computed properties:
Molar mass, g/mol: 129.18
Orbital gap, eV: 6.896

Atom charges from the natural (NBO) analysis, given in e for atoms 1 to 6:
1 C -0.430
2 C 0.283
3 C 0.263
4 C -0.268
5 C -0.764
6 N -0.317

C:
Molecular formula: C5H7NOS
Method: DFT, ωB97M-V/def2-TZVPD

```
! wB97M-V def2-TZVPD RIJCOSX def2/J DEFGRID3
* xyz 0 1
C -0.274 -0.864 0.094
C -0.113 0.272 1.095
C 0.199 1.555 0.301
C 0.354 1.597 -1.033
C -1.644 -1.209 -0.346
H 2.513 -1.830 -0.197
H 0.850 0.053 1.572
H -1.001 0.408 1.714
H 0.319 2.399 0.916
H 0.255 0.555 -1.474
H 0.781 2.521 -1.536
H -1.873 -2.204 -0.881
N 0.656 -1.629 -0.413
O 1.849 -1.305 0.176
S -2.870 -0.320 0.014
*
```

Computed properties:
Molar mass, g/mol: 129.18
Structure (SMILES): C=CC/C(C=S)=N\O
Orbital gap, eV: 8.171

Atom charges from the natural (NBO) analysis, given in e for atoms 1 to 6:
1 C 0.138
2 C -0.531
3 C -0.149
4 C -0.429
5 C -0.357
6 H 0.481

D:
Molecular formula: C5H7NOS
Method: DFT, ωB97M-V/def2-TZVPD

```
! wB97M-V def2-TZVPD RIJCOSX def2/J DEFGRID3
* xyz 0 1
C -1.325 -0.406 0.882
C 0.053 -0.361 0.388
C 1.997 0.305 -0.527
C 1.927 1.151 0.602
C 0.575 0.868 -0.203
H -3.221 1.415 0.511
H -1.409 0.596 1.598
H -1.838 -1.431 1.364
H 2.564 0.635 -1.457
H 2.488 2.168 0.588
H 2.155 0.742 1.568
H 0.216 1.711 -0.753
N 0.778 -1.380 0.230
O 1.986 -0.984 -0.538
S -2.603 0.147 -0.473
*
```

Computed properties:
Molar mass, g/mol: 129.18
Orbital gap, eV: 9.220

Atom charges from the natural (NBO) analysis, given in e for atoms 1 to 6:
1 C -0.521
2 C 0.132
3 C 0.098
4 C -0.448
5 C -0.329
6 H 0.154

Energy relative to the most stable one, in kJ/mol: A 0.0; B 270.5; C 196.3; D 400.8